This record from OMol25 describes a single C23H38N2O7S molecule. The level of theory is ωB97M-V/def2-TZVPD.

```
71
Properties=species:S:1:pos:R:3:forces:R:3
C -2.04752 -2.71882 3.50360 -0.0155 0.0228 -0.0424
C -0.96600 -2.93920 2.49260 0.1485 0.0120 0.0390
C 0.20743 -2.19374 2.52689 -0.0711 -0.1270 -0.0060
C 1.18024 -2.36621 1.55619 0.1561 0.0999 0.0122
C 0.97862 -3.29198 0.55404 0.5579 -0.0177 -0.3905
C -0.16987 -4.05721 0.50874 -0.1619 -0.1267 0.0430
C -1.13911 -3.87695 1.47744 0.1554 -0.0043 -0.0788
H -2.04440 -4.46473 1.44824 -0.0995 -0.0808 -0.0174
H -0.28705 -4.78591 -0.27703 -0.1195 -0.1172 -0.0851
S 2.21083 -3.49134 -0.72735 0.0692 -0.1999 -0.2274
O 2.41533 -4.88676 -0.97193 -0.4064 0.0015 -0.0232
O 3.34229 -2.66809 -0.40163 -0.2367 0.1797 0.1450
N 1.54175 -2.85248 -2.10835 0.5183 -0.4446 0.5894
H 0.71376 -3.35977 -2.39619 -0.1514 -0.1604 0.0170
C 1.31202 -1.42643 -2.07898 -0.1241 0.3736 -0.0986
H 2.03707 -1.02529 -1.36987 -0.0756 0.2229 -0.0999
C -0.12584 -1.16196 -1.62417 0.1901 0.0830 0.0049
O -0.95822 -2.05053 -1.72794 -0.1841 -0.1742 -0.2109
N -0.45539 0.06158 -1.16198 -0.1805 0.0719 0.1351
C 0.46183 1.14724 -0.90319 0.3820 0.2550 0.3754
H 0.04627 2.06858 -1.32452 0.0921 -0.0568 -0.0226
H 1.42498 0.96534 -1.37391 -0.0243 0.0213 -0.0705
C 0.69438 1.35612 0.59730 -0.0936 -0.1448 -0.1675
H -0.23467 1.66902 1.07998 0.0129 -0.1248 -0.0471
H 1.03634 0.41501 1.05514 -0.0679 0.0591 -0.0403
O 1.68351 2.35648 0.75630 -0.0738 -0.0725 -0.3322
C 1.69302 2.94859 2.03157 -0.3032 0.3821 0.0968
H 2.63710 3.49444 2.08848 -0.0718 -0.0236 0.1043
C 0.53586 3.93223 2.24394 0.3364 -0.1245 0.0096
O -0.62691 3.22640 2.63715 0.0362 -0.1703 0.0010
C -1.80220 4.00100 2.66736 -0.2388 0.0072 -0.3682
H -2.50523 3.43954 3.28864 -0.0070 0.1267 0.0168
C -2.41704 4.24620 1.27704 0.2727 0.0755 0.3263
O -2.71441 3.08046 0.54929 0.1326 -0.0808 -0.0984
C -3.80808 2.31233 1.01672 0.0398 -0.2793 0.1743
C -3.39847 1.07704 1.84799 -0.1956 0.2253 -0.1017
O -3.40851 -0.12781 1.11478 -0.2455 0.0561 -0.1055
C -2.19573 -0.50547 0.50770 0.2646 -0.1235 -0.1532
C -1.84206 0.27644 -0.77068 -0.4200 -0.2563 0.1055
H -1.98985 1.34359 -0.61225 0.0801 -0.0286 -0.0688
H -2.48942 -0.06596 -1.58233 -0.0074 0.1007 0.0572
H -1.37006 -0.40838 1.22599 -0.0456 -0.0042 -0.0392
H -2.31265 -1.56155 0.25639 0.1466 0.1459 0.0492
H -2.41197 1.24335 2.29807 -0.0236 0.0375 0.0278
H -4.13488 0.92986 2.64467 0.0837 0.0676 -0.0113
H -4.34356 1.95738 0.13014 -0.0360 0.0144 0.1467
H -4.48432 2.94809 1.59896 -0.0001 0.0045 -0.0076
H -1.71299 4.79351 0.64525 -0.0894 0.0750 0.0989
H -3.31978 4.86091 1.40839 0.0703 0.0019 -0.0202
H -1.61204 4.97485 3.14070 -0.0799 -0.0399 0.0155
H 0.37019 4.47503 1.30564 0.0521 0.0046 0.0452
H 0.80303 4.65737 3.02736 -0.0037 -0.0341 -0.0664
H 1.66547 2.18566 2.82011 0.0490 0.0456 0.0174
C 1.53255 -0.84074 -3.48381 0.3222 -0.3064 0.1732
H 1.36415 0.23785 -3.46122 -0.0502 0.0675 -0.0351
H 0.78818 -1.28246 -4.15034 -0.1094 0.0471 -0.0289
C 2.93366 -1.13368 -4.03352 -0.0660 0.2566 -0.0907
C 4.02551 -0.53063 -3.15286 -0.1714 -0.2681 -0.0807
H 3.84676 0.53093 -2.98687 -0.0055 0.1750 0.0283
H 4.07369 -1.04034 -2.19428 0.0770 0.0317 0.1486
H 4.99340 -0.64057 -3.63620 0.1330 0.0223 -0.0092
C 3.03852 -0.59566 -5.45963 -0.0330 -0.2095 0.2292
H 4.00708 -0.84148 -5.88759 0.1028 0.0087 -0.0903
H 2.26617 -1.02541 -6.09343 -0.0855 -0.0141 -0.1303
H 2.92614 0.48703 -5.46688 -0.0081 0.1568 -0.0380
H 3.06640 -2.21891 -4.05018 -0.0129 0.0485 -0.0345
H 2.10519 -1.80989 1.56699 0.0779 0.1039 0.0639
H 0.36025 -1.47407 3.31902 0.0126 0.0702 0.0745
H -2.84087 -2.11645 3.05975 -0.1032 0.0672 0.0174
H -1.66733 -2.19740 4.37834 -0.0146 0.0305 0.0820
H -2.48253 -3.66522 3.81627 -0.0594 -0.0443 0.0680
```
Forces are in eV/Å.

Its energy is -52614.643 eV. Its HOMO energy is -9.16 eV. For the lowest unoccupied orbital energy, the calculation gives 0.637 eV. As for the spin multiplicity: 1. As for the SMILES: Cc1ccc(S(=O)(=O)N[C@@H](CC(C)C)C(=O)N2CCOCCOCCOCCOCC2)cc1. Its total charge is 0.